Entry 1:
52
Properties=species:S:1:pos:R:3:forces:R:3:mulliken_spin:R:1 method="wB97M-V/def2-TZVPD" homo_lumo_gap_ev="7.039 / 6.445" spin_multiplicity=6 homo_energy_ha="-0.2408 / -0.3039" s2=8.786
Ru 0.207013 0.441594 0.122328 0.5 0.8 -0.3 3.081
O -3.671533 0.608912 2.152539 0.0 0.1 0.0 0.006
C -2.714132 -0.062141 1.513061 -0.1 0.0 -0.2 0.009
O -2.253609 0.328332 0.464248 0.0 -0.1 0.0 0.014
C -2.415491 -1.385329 2.192404 0.0 0.0 0.0 0.007
O -1.089755 -1.811423 2.083485 0.1 0.1 0.1 0.004
C -0.264860 -1.456104 3.183509 -0.1 -0.4 -0.2 0.004
C 0.233980 -0.024562 3.202977 -0.4 0.7 -0.2 0.007
O 0.785045 0.381121 4.203388 0.2 -0.1 0.0 0.016
O -0.013991 0.710160 2.146257 0.1 -0.5 -0.1 0.054
H -3.851617 1.404330 1.625076 -0.1 0.0 0.1 0.000
H -2.752896 -1.333191 3.229650 0.0 0.0 0.0 0.000
H -3.043196 -2.114049 1.670924 0.0 0.0 0.0 -0.004
H -0.767692 -1.657923 4.132443 0.0 0.0 0.0 0.001
H 0.608382 -2.106270 3.129134 0.0 0.0 0.0 -0.001
C 3.341955 0.912230 -0.591363 0.0 0.1 0.1 -0.007
N 2.538576 0.910634 0.638144 0.1 0.0 0.0 0.136
C 3.149570 0.012507 1.623361 0.0 0.0 -0.1 -0.014
C 2.417207 2.276097 1.186360 0.1 0.0 0.0 0.010
C 1.465653 3.102065 0.360683 0.0 -0.1 0.0 -0.091
C 1.629776 4.471863 0.189536 0.0 0.0 0.0 -0.009
C 0.692164 5.205862 -0.523650 0.0 0.0 0.0 0.029
C -0.410389 4.573021 -1.085474 0.1 0.0 0.0 -0.015
C -0.569125 3.201418 -0.938679 0.1 -0.1 0.0 -0.042
C 0.359199 2.469921 -0.205622 -0.1 -0.3 0.3 0.053
H 4.367900 1.226781 -0.363660 0.0 0.0 0.0 0.001
H 2.906780 1.592296 -1.319381 0.0 0.0 0.0 -0.001
H 3.357417 -0.086627 -1.022680 0.0 0.0 0.0 0.000
H 4.196386 0.286958 1.803028 0.0 0.0 0.0 0.002
H 3.128577 -1.010221 1.244564 0.0 0.0 0.0 -0.001
H 2.616696 0.070803 2.568476 0.0 0.0 0.0 0.005
H 3.403399 2.753716 1.248971 0.0 0.0 0.0 0.004
H 2.023937 2.174531 2.199730 0.0 0.0 0.0 0.003
H 2.494113 4.968644 0.618423 0.0 0.0 0.0 0.000
H 0.826895 6.272842 -0.650842 0.0 0.0 0.0 0.002
H -1.136766 5.145322 -1.649787 0.0 0.0 0.0 -0.001
H -1.415507 2.708542 -1.402590 0.0 0.0 0.0 0.003
O 0.749527 0.348340 -1.837621 0.1 0.8 0.1 0.258
N 0.099292 -0.480540 -2.611528 0.3 0.9 -0.8 0.646
N -0.261313 -1.544356 -1.828633 -0.8 -2.0 1.1 0.320
O -0.021164 -1.492861 -0.539122 -0.3 -0.4 -0.3 0.347
C -1.026221 -2.608057 -2.349121 0.5 0.7 0.4 -0.068
C -1.287611 -2.675344 -3.713756 -0.1 0.0 -0.3 0.101
C -2.060130 -3.721168 -4.196127 0.1 0.1 0.0 -0.053
C -2.556475 -4.695495 -3.340788 0.0 0.0 -0.1 0.097
C -2.271601 -4.620275 -1.984858 0.1 0.1 0.2 -0.048
C -1.508039 -3.577975 -1.477477 -0.2 -0.4 0.1 0.103
H -0.898552 -1.916579 -4.376950 0.0 0.0 0.0 0.022
H -2.271063 -3.774295 -5.256976 0.0 0.0 0.0 -0.002
H -3.157351 -5.506888 -3.729364 0.0 0.0 0.0 0.007
H -2.642012 -5.383209 -1.311364 0.0 0.0 0.0 -0.002
H -1.267349 -3.513963 -0.425287 0.0 0.0 0.0 0.011


Entry 2:
89
Properties=species:S:1:pos:R:3:forces:R:3:lowdin_charge:R:1 method="wB97M-V/def2-TZVPD" homo_lumo_gap_ev=6.066 smiles="[H]/N=C(/C)Cc1cc(CN)cc2nc(CC)c(CCCCCCOC(=O)C=C)nc12.O=C1C=C(O)C(=O)C=C1O.O=C1C=C(O)C(=O)C=C1O" homo_energy_ha=-0.2937
C -0.706215 -3.734531 -0.021445 -0.7 -0.1 -4.1 0.012
C -0.636536 -3.990631 -1.508265 -0.6 0.6 4.7 -0.041
C -1.603672 -3.241243 -2.623579 2.8 2.0 -3.4 -0.219
O -0.953850 -2.740773 -3.709134 -4.6 -3.1 6.4 -0.060
O -3.050099 -3.104560 -2.392341 4.1 -0.6 -1.9 -0.093
C -3.775260 -2.826694 -3.653829 -0.6 1.0 -2.0 -0.181
C -3.782299 -1.215814 -4.009634 -0.5 0.4 0.4 -0.169
C -4.386870 -0.391352 -2.688544 0.3 -0.4 -0.4 -0.189
C -3.155848 0.370977 -1.863924 -0.8 -0.9 0.6 -0.200
C -3.324622 2.000615 -1.808159 -0.1 -0.2 0.1 -0.204
C -1.873923 2.820603 -1.813614 -0.7 -1.0 0.8 -0.138
C -1.152015 2.426540 -0.360749 0.5 0.5 3.3 -0.103
N -1.778805 3.038505 0.862084 4.8 -3.7 -1.0 0.095
C -1.105934 2.647537 2.144635 0.1 -0.1 -0.1 -0.093
C -1.722173 3.309528 3.544415 2.5 -2.3 2.3 -0.073
C -2.965520 4.380245 3.603581 0.3 -0.4 0.6 -0.159
C -4.281942 3.961586 2.720847 -2.2 -2.3 -0.2 -0.315
C -4.572690 4.889517 1.361131 0.7 0.4 0.4 -0.091
N -5.143509 2.909488 3.031193 4.3 4.6 -0.4 0.063
C -1.058726 2.888110 5.020021 0.8 -1.0 -4.1 0.008
C 0.212018 1.854556 5.085366 -0.7 0.9 -4.0 -0.138
C 0.896738 1.462218 6.550102 0.0 0.8 -1.1 -0.265
N 0.367049 0.115711 7.004590 -0.6 0.7 -1.9 -0.053
C 0.772616 1.243054 3.671729 -2.0 1.9 1.2 0.032
C 0.160645 1.627754 2.163017 0.0 0.0 2.4 -0.133
N 0.853100 0.985552 0.994052 -6.3 4.8 -1.3 0.087
C 0.143609 1.447426 -0.249169 0.0 -0.2 0.9 -0.102
C 0.771877 0.877502 -1.690945 1.4 0.6 1.0 -0.198
C 2.395890 0.611243 -1.391694 -0.1 0.5 -0.8 -0.146
H 0.032727 -4.216593 0.758937 -1.5 1.0 -2.1 0.069
H -1.545172 -3.012386 0.417843 2.0 -1.7 -1.1 0.084
H 0.204988 -4.767333 -1.840503 -2.2 2.2 0.2 0.123
H -4.886677 -3.155636 -3.479626 2.3 0.5 -0.1 0.138
H -3.318744 -3.435544 -4.572982 -0.9 1.2 2.3 0.146
H -4.491071 -0.957688 -4.926563 1.4 -1.0 1.8 0.118
H -2.710368 -0.815910 -4.309806 -2.2 -1.0 0.8 0.111
H -5.209590 0.345513 -3.078427 1.7 -1.2 0.9 0.101
H -4.946489 -1.176568 -1.996762 1.3 1.7 -1.4 0.113
H -2.162307 -0.008669 -2.353556 -1.7 1.0 1.0 0.091
H -3.213627 -0.072671 -0.756989 0.4 1.1 -2.4 0.124
H -3.869111 2.256142 -0.780633 1.0 -0.4 -2.4 0.106
H -4.008370 2.296887 -2.739643 1.6 -0.3 2.1 0.117
H -2.054818 3.983550 -1.914899 0.4 -2.4 0.5 0.119
H -1.277910 2.442582 -2.745484 -0.9 0.7 2.0 0.097
H -2.527200 5.449129 3.355995 -1.1 -2.2 0.1 0.118
H -3.327427 4.447193 4.737448 0.9 -0.3 -2.4 0.118
H -4.283938 4.324640 0.361788 -0.8 1.0 2.3 0.058
H -3.857376 5.843362 1.393196 -1.5 -2.1 0.1 0.077
H -5.670958 5.308074 1.325672 2.1 -1.2 0.1 0.080
H -4.813197 2.471149 3.935903 -0.2 0.6 -1.1 0.038
H -1.488461 3.336262 6.039739 1.0 -1.0 -2.6 0.100
H 0.630077 2.296398 7.339110 0.4 -1.7 -1.7 0.114
H 2.083724 1.460741 6.443582 -2.7 -0.2 0.2 0.124
H 0.580878 -0.536887 6.193066 -0.3 0.9 1.4 0.046
H -0.689617 0.222135 6.953090 1.7 -0.3 0.2 0.079
H 1.677134 0.470340 3.725653 -2.2 2.0 -0.2 0.081
H 0.238713 -0.092845 -2.069769 0.9 2.0 0.8 0.094
H 0.767412 1.720300 -2.536517 -0.4 -1.9 2.0 0.111
H 2.583503 -0.222303 -0.592451 -0.4 1.9 -1.4 0.071
H 2.821097 1.675375 -1.085280 -0.7 -2.5 -0.3 0.088
H 2.975973 0.314547 -2.379920 -1.5 0.5 2.0 0.064
C 4.469494 -3.894568 3.446808 0.3 -0.1 0.1 0.080
C 3.362002 -3.159528 3.564691 -1.0 -0.4 -1.5 -0.203
C 3.149615 -2.262645 4.734361 -0.2 0.6 0.7 -0.289
O 2.130420 -1.585032 4.805721 0.5 -0.6 -0.3 0.069
C 4.188287 -2.230683 5.775869 -0.4 0.2 -0.2 0.084
C 5.294108 -2.968421 5.659481 1.1 0.4 1.6 -0.205
C 5.518684 -3.843948 4.476624 0.6 -0.8 -0.7 -0.304
O 6.553523 -4.496308 4.388911 -0.7 0.6 0.3 0.110
O 6.273037 -2.945234 6.635881 -0.9 -0.5 -1.8 0.084
O 2.370274 -3.203865 2.602074 0.8 0.6 1.7 0.071
H 4.637812 -4.549013 2.600823 0.0 0.1 0.1 0.139
H 4.013146 -1.588168 6.629238 0.0 0.0 0.0 0.140
H 6.970556 -3.560506 6.320590 -0.3 0.3 0.1 0.118
H 1.675625 -2.584059 2.914457 0.3 -0.2 -0.2 0.114
C 2.677542 -1.925211 -7.279225 0.4 0.3 -0.3 0.075
C 1.952830 -1.780148 -6.168158 -1.2 -1.9 0.2 -0.200
C 2.043907 -0.545292 -5.340830 -0.2 0.7 0.8 -0.291
O 1.351525 -0.432829 -4.335359 0.4 -0.3 -0.9 0.088
C 2.981248 0.504313 -5.770156 -0.3 -0.1 0.2 0.077
C 3.708411 0.357567 -6.879364 1.0 1.6 -0.1 -0.208
C 3.596751 -0.865181 -7.721120 0.1 -0.9 -0.8 -0.310
O 4.264605 -0.963283 -8.745085 -0.3 0.4 0.7 0.101
O 4.593258 1.338859 -7.287173 -1.0 -1.7 -0.1 0.078
O 1.088661 -2.773296 -5.745085 1.3 2.0 -0.2 0.077
H 2.619520 -2.816534 -7.891187 0.0 0.1 0.0 0.137
H 3.050776 1.388875 -5.150113 0.0 0.0 0.0 0.135
H 4.996771 0.998432 -8.115295 -0.2 0.1 0.3 0.116
H 0.680779 -2.430250 -4.920324 -0.2 -0.3 -0.1 0.066


Entry 3:
35
Properties=species:S:1:pos:R:3:forces:R:3:lowdin_charge:R:1 method="wB97M-V/def2-TZVPD" homo_lumo_gap_ev=5.980 charge=+1 homo_energy_ha=-0.4097
C -3.628203 0.638998 -0.945083 -0.3 -0.1 0.7 0.022
O -2.347877 0.652368 -1.626199 1.4 0.9 0.6 -0.023
C -1.347221 1.311144 -1.100422 -1.1 0.2 -1.0 0.031
C -0.219150 1.630567 -1.904304 0.2 0.4 -0.4 -0.174
C 0.729270 2.587289 -1.439500 -0.2 -0.6 0.2 0.013
C 1.852711 2.869065 -2.202494 0.3 0.3 0.2 -0.045
C 2.041577 2.275713 -3.457104 -0.4 -0.2 0.4 -0.010
C 1.042216 1.435207 -3.969869 -0.1 -0.2 -0.3 -0.040
C -0.091762 1.137451 -3.233905 0.0 0.0 0.4 0.024
H -4.281579 0.005145 -1.543123 0.2 0.1 0.1 0.110
H -3.491812 0.217250 0.061935 -0.1 0.2 -0.4 0.088
H -4.049400 1.655612 -0.893056 0.3 -0.4 -0.1 0.116
H -1.460798 1.753605 -0.098383 0.0 -0.4 -0.3 0.164
H 0.548288 3.079970 -0.478392 0.3 -0.3 -0.3 0.132
H 2.618308 3.540563 -1.800705 -0.4 -0.2 -0.2 0.123
H 2.955453 2.462853 -4.029208 -0.4 0.0 0.2 0.128
H 1.167380 0.985729 -4.954882 -0.1 0.2 0.2 0.122
H -0.906359 0.536218 -3.640403 0.4 0.0 0.1 0.132
C -1.858953 -0.994244 2.459131 -0.1 0.1 -0.1 -0.016
C -0.404549 -1.246260 2.157527 0.1 -0.4 0.3 -0.442
N 0.192679 -0.695379 1.164718 0.3 -0.4 0.3 0.051
C 1.646410 -1.009391 1.084037 -0.3 1.0 0.0 -0.227
C 2.090952 -2.363186 1.607341 -0.3 -0.4 0.0 -0.178
C 1.521887 -2.606833 2.998017 0.3 0.1 0.3 -0.188
N 0.156837 -2.133082 3.041632 -0.5 0.2 0.1 0.036
H -2.190996 -1.712763 3.212746 -0.2 0.2 -0.2 0.076
H -2.031115 0.015923 2.854045 0.1 -0.2 -0.1 0.088
H -2.454797 -1.131426 1.550933 0.1 0.0 0.2 0.062
H 1.915926 -0.894560 0.028736 0.2 0.0 0.2 0.098
H 2.154483 -0.225244 1.678152 0.0 -0.2 -0.4 0.118
H 1.738048 -3.155537 0.935102 0.1 0.1 0.1 0.118
H 3.183486 -2.413062 1.664370 -0.2 0.0 -0.2 0.117
H 1.516337 -3.674450 3.250839 0.1 0.2 -0.1 0.123
H 2.121037 -2.085139 3.765365 -0.1 -0.2 -0.3 0.123
H -0.428713 -2.450113 3.802406 0.2 0.1 -0.3 0.130


Entry 4:
16
Properties=species:S:1:pos:R:3:forces:R:3:lowdin_charge:R:1 method="wB97M-V/def2-TZVPD" homo_lumo_gap_ev=7.423 charge=-1 homo_energy_ha=-0.1371
C 0.776183 0.592474 -0.947675 0.6 0.8 -0.1 -0.470
O 0.380761 -0.065317 0.171021 -0.2 -0.1 0.0 -0.334
C -0.279788 1.568118 -1.521351 -0.8 -0.4 -0.3 -0.301
N -1.625136 0.903065 -1.420094 0.9 0.8 0.4 -0.037
H 1.076881 -0.085281 -1.778434 0.1 0.0 0.2 0.082
H 1.625553 1.305323 -0.738860 0.1 -0.6 -0.3 0.091
H -0.080976 1.784215 -2.570040 0.2 0.0 -0.2 0.072
H -0.207332 2.529035 -0.996647 -0.3 -0.2 0.2 0.084
H -2.255212 1.611408 -1.054049 -0.2 -0.2 -0.1 0.032
H -1.404976 0.303862 -0.615965 -0.4 -0.3 0.1 0.025
H 0.096461 0.976660 1.218448 -0.1 -0.2 0.2 -0.033
H -1.146768 1.326937 2.064745 0.0 0.0 0.1 -0.016
O -0.233929 1.610625 1.973247 0.0 0.1 0.0 -0.180
H 0.790566 -3.340318 0.844719 0.0 0.8 -0.3 0.024
H 1.743940 -4.535589 1.009346 0.4 0.1 -0.2 0.016
O 0.904435 -4.177579 1.279648 -0.5 -0.7 0.6 -0.054


Entry 5:
12
Properties=species:S:1:pos:R:3:forces:R:3:lowdin_charge:R:1 method="wB97M-V/def2-TZVPD" homo_lumo_gap_ev=7.322 homo_energy_ha=-0.2945
C 1.786044 0.727152 -1.150372 -2.2 0.3 -0.2 0.037
C 0.523739 0.442617 -0.792898 4.1 1.4 1.4 0.045
C 1.307583 1.317751 0.092888 -0.9 -0.7 -1.5 -0.303
C 1.206895 2.140478 1.128349 3.8 0.4 -1.8 -0.018
C -1.501245 -3.141789 -0.743312 -1.1 1.4 -0.5 -0.127
C -1.710451 -1.864351 -0.823401 0.0 -0.8 0.3 0.128
H 2.316983 0.759765 -2.097418 0.6 -0.1 0.6 0.093
H 0.273875 2.238690 1.510833 -2.4 0.4 1.7 0.005
H 2.045128 2.853826 1.289111 -0.9 -0.6 0.3 0.059
H -0.500812 -3.335370 -1.041258 1.2 -0.5 -0.1 0.045
H -2.260288 -3.899989 -0.753747 -0.1 -0.3 0.3 0.054
H -0.329775 -0.124113 -0.813285 -2.0 -0.9 -0.6 -0.019


Entry 6:
58
Properties=species:S:1:pos:R:3:forces:R:3:lowdin_charge:R:1 method="wB97M-V/def2-TZVPD" homo_lumo_gap_ev=6.036 charge=-1 homo_energy_ha=-0.1662
N -3.783834 -0.251274 4.479326 0.2 -0.1 -0.3 -0.399
P -2.654297 -0.126740 3.355075 -1.1 0.0 1.0 0.474
P -2.981966 -1.637655 1.650395 -0.4 -0.8 0.1 0.001
S -3.903272 -0.052277 0.317321 -0.3 0.0 -0.7 0.200
C -2.230935 -3.062154 2.694039 0.1 0.3 -0.8 -0.423
C -1.493184 -4.156206 1.911896 0.3 0.2 0.9 -0.265
C -0.229132 -4.679730 2.620652 -0.5 0.1 -0.5 -0.248
C 1.053000 -4.149515 2.052452 0.4 -0.4 1.0 -0.285
S 2.453574 -5.077270 2.686500 -0.7 0.7 -0.6 0.303
O 2.213708 -6.460923 2.605726 -0.7 -1.7 0.4 -0.327
O 3.615032 -4.589393 2.064580 1.6 1.0 -0.4 -0.328
Cl 2.524205 -4.574906 4.672162 -0.1 0.1 -0.1 0.381
P -0.862581 -1.047208 0.833567 -0.7 0.6 -0.5 0.152
S -0.654366 0.785666 0.155676 0.6 0.3 0.1 0.027
H -4.445659 -0.973331 4.210290 -0.1 0.0 0.1 -0.097
H -1.384030 -0.334324 3.964983 0.2 0.3 -0.4 -0.048
H -2.617687 1.195790 2.874540 0.6 0.0 -0.1 -0.057
H -3.204785 -2.527644 0.519265 0.2 0.1 0.0 -0.047
H -4.313972 -1.872893 2.137968 0.2 0.1 0.3 -0.058
H -4.412351 0.788231 1.219596 0.0 0.0 0.2 -0.245
H -1.636987 -2.656596 3.496882 0.5 0.2 0.3 0.036
H -3.073785 -3.529528 3.165554 -0.6 -0.1 0.4 0.060
H -2.140093 -5.006253 1.848829 -0.6 -0.5 -0.3 0.095
H -1.283531 -3.864598 0.894789 0.2 0.2 -0.5 0.060
H -0.219519 -5.754200 2.568648 0.1 -0.5 -0.1 0.101
H -0.277454 -4.431848 3.661404 -0.1 0.2 0.7 0.091
H 1.138916 -4.268538 0.987239 0.1 -0.2 -0.6 0.111
H 1.260662 -3.129498 2.314848 0.1 0.6 0.0 0.076
H 0.052007 -1.300532 1.878803 0.2 -0.4 -0.2 -0.079
H -0.626327 -1.955663 -0.228903 0.5 -0.3 0.4 -0.070
C 4.403001 3.114624 -1.509394 0.0 -0.1 0.0 -0.078
C 3.460869 2.338557 -0.854906 0.1 0.0 0.1 -0.079
C 2.718822 2.871992 0.186312 -0.1 -0.2 0.1 -0.007
C 2.939555 4.186207 0.549521 0.0 -0.1 -0.1 -0.144
C 3.877027 4.975223 -0.089984 0.1 0.3 0.0 -0.016
C 4.612719 4.431530 -1.126113 0.0 -0.1 0.0 -0.076
N 2.150136 4.774818 1.644475 0.0 0.1 0.1 -0.352
O 1.354239 4.062240 2.214852 0.0 0.1 0.0 0.087
O 2.353150 5.947916 1.916290 -0.1 -0.1 0.0 0.053
H 4.973656 2.693988 -2.326581 0.0 0.0 0.0 0.105
H 3.296370 1.315462 -1.159228 -0.1 0.0 0.0 0.111
H 1.977419 2.269900 0.694141 -0.1 0.1 0.0 0.081
H 4.033350 5.998962 0.212535 -0.1 0.0 0.1 0.113
H 5.348288 5.036221 -1.638371 0.0 0.0 0.0 0.101
C -2.545586 1.039600 -5.467533 0.0 0.0 0.0 -0.077
C -2.308416 0.954730 -4.103356 -0.1 0.0 -0.1 -0.049
C -1.144801 1.480890 -3.568727 0.0 -0.1 0.3 0.004
C -0.239237 2.088169 -4.414413 -0.1 -0.1 -0.1 -0.144
C -0.450979 2.174395 -5.777201 0.1 0.1 -0.3 -0.016
C -1.615528 1.644908 -6.303994 -0.1 -0.1 0.1 -0.081
N 0.985711 2.661464 -3.835676 0.0 0.0 0.0 -0.337
O 1.124842 2.567443 -2.635806 0.1 0.1 -0.2 0.076
O 1.778589 3.198433 -4.593059 -0.1 -0.1 0.1 0.061
H -3.458116 0.631937 -5.882040 0.0 0.0 0.0 0.103
H -3.027879 0.480752 -3.450091 0.0 0.0 0.1 0.110
H -0.952808 1.405866 -2.508051 0.1 0.0 0.1 0.045
H 0.274613 2.648460 -6.420164 0.1 0.0 0.1 0.113
H -1.800364 1.706321 -7.367537 0.0 0.0 0.0 0.101


Computed values of max |F| (unit: eV Å⁻¹) for the preceding records, in sequence: 2.437 8.484 1.820 1.288 4.563 1.961.